Formula: C28H47Cl34F6O3
Source: the Open Molecules 2025 dataset
Level of theory: wB97M-V/def2-TZVPD

Geometry as ORCA input:
```
! wB97M-V def2-TZVPD RIJCOSX def2/J DEFGRID3
* xyz -1 1
C 3.84 -5.44 -0.09
C 4.35 -4.31 -1.02
C 4.19 -2.90 -0.43
C 3.02 -2.08 -1.06
C 3.51 -0.73 -1.59
C 1.94 -1.90 0.03
C 0.66 -1.45 -0.59
O 0.07 -0.49 -0.22
C -0.04 -2.19 -1.81
F -1.27 -1.69 -2.00
F 0.64 -1.88 -2.93
C -0.13 -3.73 -1.76
F -0.43 -4.16 -3.01
F 0.99 -4.34 -1.43
C -1.27 -4.26 -0.84
F -1.04 -5.55 -0.60
F -2.45 -4.22 -1.44
C -1.31 -3.56 0.53
O -0.83 -4.01 1.48
O -1.89 -2.39 0.48
H 3.80 -5.11 0.94
H 4.47 -6.33 -0.18
H 2.84 -5.76 -0.38
H 5.43 -4.49 -1.14
H 3.86 -4.41 -1.98
H 5.12 -2.33 -0.58
H 4.03 -2.94 0.64
H 2.70 -2.66 -1.93
H 3.94 -0.92 -2.57
H 2.63 -0.09 -1.68
H 4.26 -0.28 -0.95
H 1.74 -2.91 0.44
H -1.73 -1.95 1.33
C -2.17 1.39 1.54
Cl -1.84 0.69 3.13
Cl -3.55 2.50 1.57
H -1.30 1.94 1.21
H -2.39 0.59 0.84
C 3.59 -4.41 -5.77
Cl 5.27 -3.87 -5.61
Cl 2.52 -3.53 -4.67
H 3.26 -4.24 -6.78
H 3.54 -5.47 -5.53
C -3.15 2.92 6.23
Cl -2.05 4.30 6.18
Cl -3.50 2.43 7.89
H -4.08 3.19 5.74
H -2.70 2.09 5.71
C 5.23 1.16 -5.10
Cl 4.20 1.57 -3.73
Cl 5.61 -0.56 -5.16
H 4.72 1.44 -6.01
H 6.16 1.72 -5.00
C -1.08 1.38 -3.23
Cl 0.43 1.77 -4.07
Cl -2.05 2.83 -2.91
H -1.65 0.70 -3.85
H -0.84 0.91 -2.28
C -3.06 -4.39 4.30
Cl -3.68 -2.74 4.12
Cl -3.86 -5.25 5.62
H -3.22 -4.93 3.38
H -1.99 -4.34 4.51
C -6.17 5.27 -0.21
Cl -5.85 4.60 1.39
Cl -7.55 6.38 -0.19
H -5.30 5.82 -0.54
H -6.39 4.46 -0.89
C -4.06 -4.54 -4.52
Cl -5.51 -3.54 -4.59
Cl -3.12 -4.43 -6.02
H -3.44 -4.20 -3.70
H -4.35 -5.57 -4.37
C -1.04 5.59 -0.10
Cl 0.15 4.35 0.32
Cl -2.62 4.88 -0.43
H -1.13 6.28 0.74
H -0.70 6.11 -0.98
C 5.79 2.78 0.45
Cl 6.22 2.57 -1.26
Cl 5.11 1.32 1.16
H 6.69 3.04 1.00
H 5.06 3.58 0.53
C -0.97 0.42 9.75
Cl 0.63 1.16 9.59
Cl -1.08 -1.10 8.85
H -1.16 0.22 10.80
H -1.71 1.11 9.36
C 3.68 -4.70 -9.83
Cl 4.35 -5.70 -8.54
Cl 2.18 -3.91 -9.35
H 4.41 -3.93 -10.08
H 3.49 -5.32 -10.70
C -4.77 5.66 -3.56
Cl -3.80 5.23 -2.15
Cl -5.90 4.37 -3.99
H -5.34 6.56 -3.33
H -4.11 5.83 -4.40
C 4.33 0.97 8.40
Cl 5.31 2.44 8.38
Cl 3.92 0.45 6.76
H 4.88 0.18 8.89
H 3.41 1.17 8.94
C -10.74 8.53 0.99
Cl -11.50 8.35 2.57
Cl -9.65 9.92 0.94
H -10.16 7.63 0.77
H -11.51 8.66 0.24
C 9.47 -1.09 -5.96
Cl 8.65 0.45 -5.64
Cl 8.95 -2.35 -4.84
H 9.23 -1.40 -6.97
H 10.53 -0.94 -5.86
C -5.80 3.30 11.13
Cl -6.91 2.27 12.04
Cl -4.17 3.27 11.81
H -5.75 2.94 10.11
H -6.17 4.32 11.16
*
```

As for the electronic energy: -478005.22205 eV. The HOMO energy is -2.813 eV. The calculation puts the LUMO energy at 1.6 eV. As for the HOMO-LUMO gap: 4.43 eV.



Formula: C37H52BIrN3P2S
Source: the Open Molecules 2025 dataset
Level of theory: wB97M-V/def2-TZVPD

Geometry as ORCA input:
```
! wB97M-V def2-TZVPD RIJCOSX def2/J DEFGRID3
* xyz 2 6
Ir 0.22 0.55 0.20
C -3.39 -0.49 2.79
C -2.32 -1.47 3.26
C -3.00 -2.79 3.65
C -1.59 -0.87 4.48
P -1.09 -1.58 1.85
C -2.08 -2.45 0.53
N -2.09 -1.61 -0.68
B -1.03 -0.68 -1.04
N -1.40 -0.16 -2.37
C -0.53 0.73 -3.15
P 0.29 1.97 -2.01
C 2.02 2.06 -2.67
C 2.72 3.20 -1.92
C 2.09 2.26 -4.19
C 2.68 0.72 -2.30
C -0.66 3.55 -2.24
C -2.14 3.16 -2.25
C -0.34 4.28 -3.54
C -0.34 4.45 -1.02
C -2.61 -0.64 -2.70
C -3.42 -0.41 -3.82
C -4.64 -1.02 -3.84
C -5.09 -1.89 -2.77
C -4.32 -2.16 -1.68
C -3.06 -1.55 -1.62
C 0.30 -2.79 2.21
C -0.17 -4.11 2.83
C 1.02 -3.09 0.89
C 1.28 -2.09 3.17
H -4.12 -0.35 3.60
H -3.94 -0.83 1.91
H -2.96 0.49 2.57
H -3.84 -2.56 4.31
H -2.34 -3.46 4.20
H -3.41 -3.34 2.80
H -2.34 -0.58 5.23
H -1.03 0.04 4.21
H -0.91 -1.58 4.95
H -3.09 -2.65 0.86
H -1.60 -3.40 0.31
H -1.06 1.22 -3.95
H 0.26 0.13 -3.58
H 2.29 4.17 -2.17
H 3.77 3.22 -2.22
H 2.68 3.06 -0.84
H 1.73 3.24 -4.50
H 1.54 1.49 -4.74
H 3.14 2.18 -4.49
H 2.50 0.43 -1.26
H 3.77 0.82 -2.42
H 2.36 -0.11 -2.95
H -2.43 2.69 -3.19
H -2.74 4.06 -2.13
H -2.39 2.49 -1.43
H -0.48 3.65 -4.43
H 0.67 4.69 -3.55
H -1.03 5.13 -3.64
H -0.27 3.87 -0.09
H -1.14 5.19 -0.89
H 0.60 4.99 -1.16
H -3.10 0.22 -4.64
H -5.30 -0.86 -4.69
H -6.07 -2.34 -2.85
H -4.67 -2.83 -0.90
H -1.03 -4.55 2.31
H -0.41 -4.00 3.88
H 0.65 -4.84 2.75
H 0.43 -3.70 0.20
H 1.94 -3.65 1.12
H 1.31 -2.18 0.37
H 0.81 -1.82 4.12
H 1.69 -1.19 2.72
H 2.11 -2.77 3.39
S -0.29 3.80 3.36
C -1.89 3.69 2.69
C -3.00 4.48 2.96
C -4.18 4.18 2.31
C -4.25 3.10 1.42
C -3.15 2.32 1.17
C -1.94 2.63 1.79
N -0.72 1.96 1.65
C 0.21 2.45 2.42
C 1.56 1.88 2.42
C 2.55 2.29 3.31
C 3.81 1.72 3.26
C 4.09 0.73 2.32
C 3.11 0.32 1.42
C 1.84 0.88 1.47
H -2.95 5.31 3.67
H -5.06 4.78 2.50
H -5.20 2.86 0.95
H -3.20 1.45 0.51
H 2.33 3.06 4.04
H 4.57 2.04 3.96
H 5.08 0.28 2.28
H 3.35 -0.46 0.70
*
```

As for the electronic energy: -76597.36673 eV. The HOMO energy (spin up / spin down) is -11.541 / -13.618 eV. The calculation puts the LUMO energy (spin up / spin down) at -5.1 / -8.3 eV. As for the HOMO-LUMO gap (spin up / spin down): 6.44 / 5.28 eV.



Formula: C32H22BiN6O4
Source: the Open Molecules 2025 dataset
Level of theory: wB97M-V/def2-TZVPD

Geometry as ORCA input:
```
! wB97M-V def2-TZVPD RIJCOSX def2/J DEFGRID3
* xyz -1 1
Bi -0.11 0.12 -0.28
O -1.70 -2.80 -3.80
C -1.02 -2.33 -2.70
O -0.42 -1.24 -2.78
C -1.08 -3.18 -1.57
C -1.80 -4.42 -1.52
C -1.82 -5.12 -0.36
C -1.16 -4.63 0.80
C -0.48 -3.41 0.67
N -0.42 -2.73 -0.45
C 0.23 -2.73 1.80
O 0.16 -3.31 3.01
O 0.85 -1.70 1.68
H -1.55 -2.12 -4.48
H -2.30 -4.78 -2.41
H -2.36 -6.06 -0.31
H -1.18 -5.20 1.72
H -0.42 -4.08 2.96
C -1.50 3.35 -3.07
C -0.57 4.41 -2.90
C 0.41 4.33 -1.97
C 0.53 3.18 -1.10
N -0.37 2.14 -1.33
C -1.33 2.25 -2.28
N 1.45 3.19 -0.18
C 1.62 2.09 0.74
N 0.35 1.56 1.35
C 0.47 1.42 2.67
N -0.30 0.82 3.54
C -1.38 0.07 3.17
C -2.08 -0.61 4.20
C -3.16 -1.39 3.91
C -3.58 -1.53 2.58
C -2.86 -0.85 1.63
N -1.80 -0.07 1.89
C 1.72 2.11 3.09
C 2.21 2.35 4.36
C 3.38 3.08 4.48
C 4.04 3.56 3.34
C 3.54 3.29 2.07
C 2.39 2.53 1.96
H -2.29 3.39 -3.81
H -0.64 5.29 -3.53
H 1.13 5.12 -1.82
H -1.98 1.39 -2.39
H -1.70 -0.49 5.21
H -3.68 -1.92 4.70
H -4.42 -2.15 2.31
H -3.12 -0.94 0.58
H 1.66 2.00 5.23
H 3.79 3.29 5.46
H 4.94 4.15 3.45
H 4.03 3.67 1.18
C 2.02 0.81 -0.02
C 3.16 -0.03 0.06
C 3.11 -1.31 -0.57
C 4.17 -2.18 -0.52
C 5.35 -1.83 0.14
C 5.43 -0.59 0.75
C 4.37 0.30 0.71
H 2.20 -1.60 -1.08
H 4.08 -3.15 -1.00
H 6.18 -2.53 0.19
H 6.34 -0.30 1.27
H 4.47 1.26 1.20
*
```

As for the electronic energy: -56512.34235 eV. The HOMO energy (spin up / spin down) is -3.950 / -2.938 eV. The calculation puts the LUMO energy (spin up / spin down) at 2.7 / 2.2 eV. As for the HOMO-LUMO gap (spin up / spin down): 6.61 / 5.15 eV.



Formula: C3H12Br2CdN6O3
Source: the Open Molecules 2025 dataset
Level of theory: wB97M-V/def2-TZVPD

Geometry as ORCA input:
```
! wB97M-V def2-TZVPD RIJCOSX def2/J DEFGRID3
* xyz 0 1
Cd 0.98 2.01 -1.24
Br 4.65 1.35 -2.23
Br -0.12 5.45 -3.14
C 0.97 -2.75 1.29
O 0.82 -1.58 0.91
N 1.37 -3.15 2.47
N 0.68 -3.77 0.47
H 1.18 -4.12 2.69
H 1.80 -2.51 3.12
H 0.94 -4.73 0.64
H 0.22 -3.53 -0.40
C -1.90 -1.53 -4.58
O -1.21 -0.68 -4.02
N -1.38 -2.35 -5.46
N -3.11 -1.84 -4.34
H -2.03 -3.04 -5.82
H -0.39 -2.31 -5.66
H -3.56 -1.44 -3.53
H -3.33 -2.73 -4.76
C 0.69 4.12 3.73
O 1.08 3.80 2.59
N -0.43 4.68 4.00
N 1.18 3.67 4.80
H -0.57 5.22 4.85
H -1.05 4.95 3.25
H 1.86 2.93 4.71
H 0.66 3.86 5.65
*
```

As for the electronic energy: -163035.13243 eV. The HOMO energy is -8.198 eV. The calculation puts the LUMO energy at -4.4 eV. As for the HOMO-LUMO gap: 3.76 eV.



Formula: C2H10N4
Source: the Open Molecules 2025 dataset
Level of theory: wB97M-V/def2-TZVPD

Geometry as ORCA input:
```
! wB97M-V def2-TZVPD RIJCOSX def2/J DEFGRID3
* xyz 0 1
C -2.20 0.18 0.00
C 1.54 -1.10 -0.37
N 0.82 0.46 -0.27
N -0.83 0.34 0.55
N -1.63 -1.01 -0.49
N 1.57 1.31 0.57
H 0.36 0.72 -1.13
H -0.69 -0.21 1.40
H -1.40 -0.90 -1.48
H 1.48 0.96 1.52
H 1.18 2.25 0.53
H -2.91 0.05 0.82
H -2.41 1.04 -0.65
H 2.58 -0.76 -0.39
H 1.21 -1.73 -1.18
H 1.35 -1.60 0.58
*
```

As for the electronic energy: -8188.04216 eV. The HOMO energy (spin up / spin down) is -5.741 / -6.044 eV. The calculation puts the LUMO energy (spin up / spin down) at 1.0 / 1.0 eV. As for the HOMO-LUMO gap (spin up / spin down): 6.78 / 7.02 eV.



Formula: C13H15P
Source: the Open Molecules 2025 dataset
Level of theory: wB97M-V/def2-TZVPD

Geometry as ORCA input:
```
! wB97M-V def2-TZVPD RIJCOSX def2/J DEFGRID3
* xyz 0 1
C -2.44 0.61 -3.46
C -2.86 0.06 -2.25
C -1.38 1.49 -3.48
C -2.22 0.39 -1.06
C -0.81 1.93 -2.29
C -1.21 1.38 -1.08
C -0.83 0.70 1.60
C -0.03 -0.42 1.76
C 0.97 -0.65 0.76
C 1.27 -1.86 0.30
C 1.55 0.55 0.14
C -0.43 -1.42 2.72
C 2.75 1.16 0.81
P -0.41 2.01 0.48
H -2.89 0.36 -4.38
H -3.75 -0.60 -2.32
H -1.15 2.13 -4.31
H -2.71 0.03 -0.20
H 0.15 2.39 -2.17
H -1.55 0.96 2.42
H 2.12 -2.13 -0.31
H 0.69 -2.76 0.63
H 1.60 0.50 -0.96
H -0.20 -1.07 3.72
H 0.13 -2.33 2.45
H -1.57 -1.65 2.66
H 3.65 0.52 0.43
H 2.79 0.75 1.89
H 2.96 2.27 0.88
*
```

As for the electronic energy: -23009.35482 eV. The HOMO energy is -7.894 eV. The calculation puts the LUMO energy at 0.3 eV. As for the HOMO-LUMO gap: 8.18 eV.



Formula: C3H4N2O2
Source: the Open Molecules 2025 dataset
Level of theory: wB97M-V/def2-TZVPD

Geometry as ORCA input:
```
! wB97M-V def2-TZVPD RIJCOSX def2/J DEFGRID3
* xyz 0 1
C 3.50 1.29 -0.68
C 0.11 -0.72 0.70
C -0.69 0.48 0.46
N 2.55 1.22 -0.05
N 1.68 -2.05 -0.46
O 0.90 -1.33 0.01
O -1.02 0.53 -0.91
H 4.48 1.29 -1.31
H -1.57 0.35 0.97
H -0.23 1.48 0.79
H -0.41 0.97 -1.43
*
```

As for the electronic energy: -10241.74722 eV. The HOMO energy (spin up / spin down) is -8.227 / -8.247 eV. The calculation puts the LUMO energy (spin up / spin down) at 0.2 / 0.2 eV. As for the HOMO-LUMO gap (spin up / spin down): 8.46 / 8.45 eV.



Formula: C19H24N2O2S
Source: the Open Molecules 2025 dataset
Level of theory: wB97M-V/def2-TZVPD

Geometry as ORCA input:
```
! wB97M-V def2-TZVPD RIJCOSX def2/J DEFGRID3
* xyz 0 1
C 3.36 1.19 4.41
C 3.25 0.57 3.04
S 2.16 1.30 1.98
O 3.93 -0.41 2.70
H 4.02 0.55 5.01
H 3.80 2.19 4.35
H 2.38 1.23 4.89
C -3.08 -0.19 -0.28
N -2.42 0.12 -1.53
C -1.10 0.27 -1.79
C -0.04 -0.06 -0.80
C -0.29 -0.02 0.63
C 0.52 -0.75 1.46
C 0.12 -1.17 2.81
C 0.56 -2.40 3.36
C 0.12 -2.79 4.63
C -0.74 -1.96 5.37
C -1.14 -0.73 4.84
C -0.71 -0.33 3.57
O 1.09 -0.49 -1.18
N -1.00 0.54 -3.12
C 0.23 0.76 -3.93
C -0.15 1.15 -5.34
C 1.02 -0.53 -4.03
C 1.05 1.88 -3.32
C -2.26 0.62 -3.66
C -3.15 0.39 -2.67
H -4.10 -0.50 -0.53
H -2.58 -1.02 0.24
H -3.16 0.69 0.37
H -1.08 0.64 0.99
H 1.44 -1.18 1.07
H 1.24 -3.03 2.79
H 0.43 -3.75 5.04
H -1.09 -2.28 6.35
H -1.79 -0.07 5.42
H -0.98 0.66 3.19
H -0.73 2.07 -5.37
H 0.77 1.32 -5.90
H -0.69 0.34 -5.85
H 1.42 -0.83 -3.06
H 0.38 -1.33 -4.42
H 1.86 -0.37 -4.72
H 1.46 1.62 -2.34
H 1.89 2.09 -4.00
H 0.45 2.80 -3.24
H -2.47 0.84 -4.69
H -4.22 0.35 -2.72
*
```

As for the electronic energy: -38000.43221 eV. The HOMO energy is -6.447 eV. The calculation puts the LUMO energy at -1.0 eV. As for the HOMO-LUMO gap: 5.48 eV.